Record 1
Molecular formula: C50H51GeN6RbS2SeSi
Method: DFT, ωB97M-V/def2-TZVPD

- E_tot: -213684.36937 eV
- LUMO: 3.4 eV
- HOMO-LUMO gap: 4.95 eV
- HOMO level: -0.0578 Ha
- Charge: -2

Last column: Mulliken charge in e.
Element x y z (Å)
Rb 0.000037 1.530389 -0.598974  0.761
C 3.517450 2.250855 -3.149724  -1.585
C 2.103004 2.226246 -3.737626  0.844
C 1.566177 0.815438 -3.986507  0.060
C 2.292266 -0.156176 -4.707548  -0.720
C 1.608545 -1.287751 -5.078102  -0.367
C 0.268519 -1.434575 -4.758971  -0.884
C -0.330752 -0.461961 -3.965212  -0.418
N 0.316074 0.638481 -3.615214  0.099
N 3.347788 2.440616 -1.692909  1.152
C 4.351619 1.712990 -0.889048  -1.366
C 3.967041 0.291088 -0.639964  0.538
C 3.587777 -0.157787 0.601628  -0.288
C 3.210348 -1.503442 0.692391  0.345
C 3.256003 -2.321266 -0.415311  -0.841
C 3.717043 -1.764549 -1.589601  -0.360
N 4.060583 -0.533792 -1.686398  -0.310
C 3.294482 3.869503 -1.439177  -1.206
C 2.502536 4.339892 -0.219974  0.430
C 1.841051 5.607641 -0.318917  -0.694
C 0.979112 6.026877 0.718764  -0.374
C 0.760992 5.101688 1.726620  -0.760
C 1.450667 3.903728 1.737867  -0.218
N 2.295041 3.489828 0.773260  0.024
H 4.014517 3.139911 -3.518655  0.490
H 4.129678 1.354033 -3.401354  0.693
H 2.121279 2.670032 -4.742050  0.353
H 1.361287 2.729145 -3.139868  -0.549
H 3.362810 -0.040498 -4.993944  0.305
H 2.086905 -2.020141 -5.680383  0.474
H -0.301853 -2.280018 -5.185099  0.356
H -1.317784 -0.560083 -3.568104  0.625
H 4.362877 2.284634 0.048987  0.505
H 5.327731 1.845331 -1.429382  0.319
H 3.485267 0.554831 1.402163  0.066
H 2.900546 -1.804637 1.726215  0.350
H 3.048967 -3.355818 -0.351703  0.495
H 3.687385 -2.344343 -2.524416  0.358
H 2.815555 4.338521 -2.358575  0.462
H 4.263376 4.417807 -1.469228  0.189
H 1.947548 6.195083 -1.210869  0.312
H 0.558818 6.955373 0.545567  0.511
H 0.027339 5.264184 2.493994  0.436
H 1.294324 3.072587 2.514405  0.346
S -3.047985 2.287335 -1.378383  -0.355
C -2.809539 3.146709 -2.913591  -0.199
C -3.778341 2.976285 -3.912329  -0.999
C -3.692660 3.640508 -5.171461  0.629
C -4.623717 3.238734 -6.163867  0.092
N -5.317951 3.111665 -7.062855  -0.645
C -2.629459 4.507286 -5.382542  0.422
C -1.815126 4.800031 -4.287263  -0.696
C -1.806619 4.126364 -3.093196  0.156
S -0.398453 4.422677 -2.090911  -0.252
C -2.350212 5.243861 -6.602348  0.011
N -2.084725 5.833305 -7.551261  -0.643
H -4.554908 2.226596 -3.814127  0.403
H -0.997754 5.574658 -4.334431  0.278
C -3.843663 -5.679473 -1.495159  -1.409
Ge -2.908348 -4.784216 -0.026760  0.630
C -2.163488 -6.212155 1.094693  -1.387
C -4.063698 -3.600710 0.997230  -0.422
C -1.535913 -3.762430 -0.967532  -1.430
Se -1.198807 -1.907792 -0.682325  0.146
C -2.905916 -1.161404 -0.893681  -0.025
H -4.906988 -5.960303 -1.410162  0.387
H -3.191873 -6.505759 -1.826668  0.321
H -3.833464 -5.021349 -2.333897  0.453
H -3.001290 -6.705877 1.562329  0.431
H -1.452600 -5.945845 1.834968  0.369
H -1.693965 -6.940696 0.488913  0.409
H -4.640309 -4.165208 1.755168  0.430
H -4.763540 -3.098052 0.252094  0.331
H -3.479659 -2.847732 1.531409  -0.413
H -1.591662 -3.975108 -2.027210  0.706
H -0.594883 -4.219224 -0.759019  0.560
H -3.527522 -1.160646 0.004782  0.153
H -3.411625 -1.666710 -1.739625  0.384
H -2.823822 -0.099390 -1.127790  -0.557
C -4.407277 -0.886243 3.632014  -0.405
C -3.955071 0.140005 2.823500  -0.717
C -2.573232 0.212122 2.519259  -0.710
C -1.648664 -0.639236 3.117271  0.798
C -2.137550 -1.605946 4.037543  0.306
C -3.483458 -1.703122 4.308886  -1.087
Si 0.205840 -0.378434 2.710444  0.102
C 0.871125 -2.155473 3.154701  -0.357
C 1.931724 -2.373674 4.048155  -0.245
C 2.428244 -3.653943 4.232860  -0.556
C 1.954540 -4.752725 3.505674  -1.125
C 0.851891 -4.527437 2.683344  -0.083
C 0.327884 -3.259606 2.481641  0.132
C 0.911824 0.451071 4.343170  0.096
C 0.306397 0.358788 5.622676  0.009
C 0.887267 0.843785 6.780576  -0.942
C 2.110785 1.516970 6.696635  -0.413
C 2.745880 1.642113 5.445787  -0.931
C 2.097675 1.190063 4.318774  0.274
H -5.483116 -0.981101 3.795417  0.348
H -4.678045 0.874252 2.424470  0.408
H -2.238570 0.911030 1.704772  0.155
H -1.402097 -2.195338 4.632594  0.343
H -3.934608 -2.361158 4.999771  0.442
H 2.443420 -1.532970 4.441372  0.318
H 3.304774 -3.812947 4.875028  0.268
H 2.429753 -5.707138 3.659743  0.402
H 0.382831 -5.333913 2.182143  0.338
H -0.503306 -3.105584 1.810684  0.089
H -0.642737 -0.175217 5.615211  0.314
H 0.329203 0.801396 7.679669  0.432
H 2.541501 1.895234 7.594489  0.369
H 3.687573 2.163626 5.338401  0.422
H 2.638093 1.384945 3.391106  -0.023

Atomic forces in eV per Å
0.2 0.1 0.0
-0.7 0.0 0.5
0.6 -1.7 -1.3
1.1 0.8 -0.5
0.4 0.4 0.3
-0.3 0.3 -0.1
-0.7 -0.5 -0.2
0.7 -0.6 -0.5
-0.4 0.0 0.5
0.4 -0.4 0.1
0.1 1.9 -0.3
0.8 0.0 -0.3
-0.5 -0.4 -0.7
-0.1 0.5 2.1
0.4 0.4 0.8
-1.0 -1.8 -0.6
0.7 2.2 -1.0
-0.6 1.2 -1.0
-1.0 0.8 -1.3
0.3 -1.0 1.6
2.4 -2.6 -1.7
-0.1 0.1 0.5
0.0 -2.1 0.6
-0.1 0.7 0.4
0.6 0.1 -0.4
-0.6 0.6 0.4
-0.1 0.2 0.1
0.0 0.5 0.2
-1.0 0.1 0.4
0.4 -0.6 -0.4
0.3 0.5 0.6
-0.6 -0.1 0.0
0.3 -0.5 0.0
-0.3 -0.5 0.7
0.0 -0.1 0.3
0.2 -0.3 -1.4
-0.5 -0.9 0.1
0.3 0.1 0.4
0.0 -0.6 1.3
0.3 -0.6 0.3
0.1 0.2 -0.2
-1.3 1.6 0.4
-0.1 0.2 0.3
-0.1 1.7 -0.9
0.1 0.2 -0.6
-1.2 -0.4 1.5
0.6 0.5 -1.3
-0.1 -1.7 1.5
0.9 1.1 0.1
-1.0 -0.6 -0.9
0.4 1.5 -0.1
1.5 1.4 -1.1
0.8 -0.6 0.2
-0.5 0.1 0.4
-0.6 -0.8 0.8
0.1 0.3 -0.4
0.0 0.1 0.3
-1.1 -0.9 -0.5
-0.1 -0.6 -0.1
-0.2 0.3 0.3
-0.8 0.4 -0.3
-1.0 0.1 -0.5
0.1 -0.5 -0.5
1.1 0.2 0.6
-1.6 0.3 -0.4
0.6 -0.3 0.4
-0.5 -0.1 0.3
0.1 0.8 -0.7
-0.3 -0.2 0.3
0.4 0.6 0.8
0.5 -0.8 -0.9
0.1 0.3 -0.5
0.8 -0.5 1.2
-0.1 0.0 -0.1
-0.5 0.2 -0.5
0.9 -0.4 0.6
0.1 -0.4 -0.1
0.1 0.4 0.4
0.2 0.0 -0.4
0.2 0.6 0.4
0.3 0.1 -0.5
-0.6 0.4 -0.8
-0.2 -0.4 0.4
0.8 0.4 0.6
-0.8 0.7 -1.2
0.7 0.1 0.0
-0.3 0.6 -0.1
-0.6 -0.9 -1.2
1.1 -0.5 -0.1
-0.5 1.2 0.7
0.3 0.1 0.0
0.6 0.0 0.8
-0.5 0.6 0.7
0.0 -0.7 -1.3
0.4 0.7 -1.2
-0.1 -0.6 -0.8
-0.7 0.4 1.4
0.5 -0.5 -0.8
0.3 -0.1 0.2
0.6 -0.5 -0.1
-0.3 -0.4 1.1
-0.7 0.3 -0.7
0.1 -1.0 0.8
0.2 0.6 0.8
-0.3 0.1 -0.1
-0.2 -0.3 -0.1
-0.1 -0.8 -0.5
-0.2 -0.1 -0.1
0.0 0.2 0.5
-0.2 -0.1 1.0
0.4 0.3 0.5
0.1 0.0 0.1
-0.3 -0.2 -0.2

=====

Record 2
Molecular formula: C50H52AsBF2N3O10PS2Ti
Method: DFT, ωB97M-V/def2-TZVPD

- E_tot: -198672.11256 eV
- LUMO (spin up / spin down): 2.2 / 1.9 eV
- Spin multiplicity: 2
- HOMO-LUMO gap (spin up / spin down): 7.00 / 7.15 eV
- HOMO level (spin up / spin down): -0.1774 / -0.1938 Ha
- Charge: -1

Last column: Mulliken charge in e.
Element x y z (Å)
Ti -0.688439 -0.494883 -0.816243  -1.336
C -4.322454 0.253041 4.332538  -0.968
O -2.923921 0.141786 4.514106  0.087
C -2.317661 0.966064 5.399620  0.933
C -2.984294 1.683440 6.383509  -0.901
C -2.268991 2.434315 7.309972  -0.756
C -0.887627 2.480795 7.249371  -0.745
C -0.223428 1.808781 6.231449  -0.535
C -0.915585 1.060590 5.289183  0.241
N -0.231177 0.376142 4.276051  0.483
C -0.497509 0.434355 2.900082  -0.528
N -1.300097 1.464951 2.539252  0.289
C -1.760283 1.920977 1.287743  -1.667
C -1.436143 1.430980 0.020457  1.631
C -1.923775 2.198458 -1.061297  -0.229
C -2.705151 3.323443 -0.919595  -1.756
C -3.057512 3.768010 0.352390  -0.282
C -2.584570 3.067518 1.436418  1.324
O -2.861387 3.424820 2.744694  -0.330
C -3.631866 4.583498 2.956207  -1.151
N -0.018912 -0.398650 2.070692  1.614
C 0.879342 -1.388098 2.494091  -0.779
C 2.241754 -1.074679 2.559368  0.072
C 3.204857 -2.033292 2.823958  -0.702
C 2.820493 -3.351291 3.026804  -0.654
C 1.476748 -3.679304 2.988127  -0.517
C 0.505380 -2.716968 2.733809  -0.259
O -0.780274 -3.187377 2.686361  -0.431
C -1.806996 -2.383960 3.265205  -0.759
H -4.566724 -0.406444 3.503777  0.188
H -4.597052 1.278532 4.070426  0.335
H -4.869526 -0.060243 5.226279  0.317
H -4.062052 1.632160 6.449074  0.396
H -2.802132 2.975926 8.080621  0.401
H -0.324456 3.058556 7.970111  0.379
H 0.854046 1.877132 6.140291  0.436
H 0.640804 -0.069422 4.511675  0.342
H -1.611809 2.050084 3.294780  0.253
H -1.687286 1.877549 -2.066709  0.087
H -3.057237 3.858419 -1.794115  0.472
H -3.684134 4.639599 0.476717  0.442
H -4.628601 4.486157 2.515211  0.370
H -3.143461 5.469316 2.539973  0.373
H -3.722965 4.695890 4.034802  0.275
H 2.524693 -0.057404 2.318717  0.136
H 4.250879 -1.755396 2.837550  0.383
H 3.559559 -4.120870 3.210079  0.392
H 1.140625 -4.696566 3.145151  0.460
H -2.636480 -3.060469 3.466860  0.202
H -2.133744 -1.598670 2.584143  -0.046
H -1.463089 -1.936122 4.198883  0.417
O -2.780362 -3.276148 -1.635198  -0.691
As -2.004261 -3.483190 -0.026210  -0.302
O -1.184672 -1.912290 0.155411  1.955
O -2.542581 -0.495305 -1.522091  -0.942
C -0.553469 -4.631703 -0.707292  -0.247
C -0.976930 -5.945814 -0.884425  -0.995
C -0.148704 -6.898228 -1.462699  -0.732
C 1.129824 -6.543603 -1.862654  -0.845
C 1.575577 -5.243219 -1.675090  -0.395
C 0.736408 -4.294112 -1.115532  0.055
S 1.426189 -2.654574 -0.778487  1.927
O 2.792782 -2.741983 -1.349860  -0.900
O 1.251922 0.161103 -0.174688  -0.740
O 0.527580 -1.805241 -1.756733  -0.509
H -2.518319 -2.428755 -2.028125  0.182
H -1.976430 -6.233916 -0.570139  0.337
H -0.501217 -7.914166 -1.593988  0.395
H 1.784406 -7.280530 -2.312644  0.413
H 2.575874 -4.935783 -1.953598  0.613
O 0.505589 1.110989 -2.217840  -0.456
S 1.667807 1.167414 -1.248985  1.728
C 1.215666 4.024379 0.429621  -1.575
C 1.409305 4.838415 -0.694659  1.292
C 0.321493 5.259504 -1.496909  -0.034
C 0.527218 6.038893 -2.615567  -0.680
C 1.814684 6.426929 -2.983749  -0.378
C 2.901797 6.018218 -2.212279  -0.585
C 2.709047 5.240323 -1.090441  -0.503
C 3.016575 0.354062 -2.191249  -0.302
C 4.315548 0.614153 -1.495847  -0.357
C 4.744133 -0.249189 -0.487280  0.265
C 5.906606 0.022852 0.218859  -0.829
C 6.655300 1.157479 -0.067354  -0.452
C 6.233464 2.021825 -1.067478  -0.698
C 5.069464 1.751578 -1.773629  -0.251
H 2.065998 3.707435 1.017463  0.202
H 0.236338 3.645682 0.691364  0.374
H -0.675225 4.937586 -1.224265  0.343
H -0.319710 6.342550 -3.219113  0.397
H 1.970562 7.032140 -3.867624  0.380
H 3.905743 6.306617 -2.499915  0.376
H 3.557317 4.907744 -0.503373  0.359
H 2.796563 -0.707936 -2.272752  -0.503
H 2.957803 0.840573 -3.166792  0.724
H 4.161133 -1.139203 -0.283581  0.524
H 6.232946 -0.658115 0.995945  0.402
H 7.563640 1.365876 0.484752  0.395
H 6.810234 2.909654 -1.297545  0.386
H 4.735349 2.433537 -2.548135  0.418
F -3.898292 -0.856270 0.389239  -0.212
B -3.715340 -0.539026 -0.911251  1.251
F -4.865722 -0.269466 -1.561350  -0.268
C 0.020577 0.293223 -5.284435  -1.430
P -1.017766 -0.675321 -4.119568  2.018
C -2.673091 -0.441870 -4.881314  -1.713
C -0.606329 -2.382399 -4.630004  0.554
C 0.734348 -2.775424 -4.655042  -0.536
C 1.085790 -4.088863 -4.912899  -0.412
C 0.102216 -5.046243 -5.128830  -0.498
C -1.231520 -4.674666 -5.087282  -0.748
C -1.582167 -3.352423 -4.843865  -0.551
H -0.111997 -0.020344 -6.321746  0.434
H 1.066947 0.189731 -4.999487  0.263
H -0.237709 1.347375 -5.174352  0.459
H -2.727072 -0.809659 -5.908301  0.457
H -2.894065 0.627071 -4.867963  0.452
H -3.434317 -0.929492 -4.271657  0.361
H 1.511561 -2.054872 -4.431273  -0.188
H 2.131283 -4.372300 -4.912144  0.365
H 0.375975 -6.079266 -5.305097  0.381
H -2.008151 -5.416207 -5.230219  0.377
H -2.631543 -3.088969 -4.797371  0.247

Atomic forces in eV per Å
-0.1 0.4 0.2
0.0 0.0 0.0
0.0 0.0 0.0
0.0 0.0 0.0
0.0 0.0 0.0
0.0 0.0 0.0
0.0 0.0 0.0
0.0 0.0 0.0
0.0 0.1 0.1
0.0 0.0 -0.1
0.0 0.0 0.1
-0.1 0.0 0.0
0.2 0.1 0.0
-0.2 -0.1 0.0
-0.1 0.0 0.1
0.0 0.0 0.0
0.0 0.0 0.0
0.0 0.0 0.0
0.0 0.0 0.0
0.0 0.0 0.0
-0.1 -0.1 -0.1
0.1 0.0 0.0
0.0 0.0 0.0
0.0 0.0 0.0
0.0 0.0 0.0
0.0 0.0 0.0
0.0 -0.1 0.0
0.0 0.0 0.0
0.0 -0.1 0.0
0.0 0.0 0.0
0.0 0.0 0.0
0.0 0.0 0.0
0.0 0.0 0.0
0.0 0.0 0.0
0.0 0.0 0.0
0.0 0.0 0.0
0.0 0.0 0.0
0.0 0.0 0.0
0.0 0.0 0.0
0.0 0.0 0.0
0.0 0.0 0.0
0.0 0.0 0.0
0.0 0.0 0.0
0.0 0.0 0.0
0.0 0.0 0.0
0.0 0.0 0.0
0.0 0.0 0.0
0.0 0.0 0.0
0.0 0.0 0.0
0.0 -0.1 0.0
0.0 0.0 0.0
-0.2 0.1 0.1
0.0 -0.1 0.1
0.0 -0.1 0.0
0.4 0.0 0.0
0.0 0.1 -0.1
0.0 0.0 0.0
0.0 0.0 0.0
0.0 0.0 0.0
0.0 0.0 0.0
0.0 0.0 0.1
0.2 -0.1 -0.1
0.0 0.0 -0.1
0.1 0.0 0.0
0.1 -0.1 0.1
0.1 -0.1 -0.1
0.0 0.0 0.0
0.0 0.0 0.0
0.0 0.0 0.0
0.0 0.0 0.0
-0.1 -0.3 0.0
-0.2 0.2 -0.2
0.0 0.0 0.1
0.0 0.0 0.0
0.0 0.0 0.0
0.0 0.0 0.0
0.0 0.0 0.0
0.0 0.0 0.0
0.0 0.0 0.0
0.0 0.1 0.1
0.0 0.0 0.0
0.0 0.0 0.0
0.0 0.0 0.0
0.0 0.0 0.0
0.0 0.0 0.0
0.0 0.0 0.0
0.0 0.0 0.0
0.0 0.0 0.0
0.0 0.0 0.0
0.0 0.0 0.0
0.0 0.0 0.0
0.0 0.0 0.0
0.0 0.0 0.0
-0.1 0.0 0.0
0.1 0.0 0.0
0.0 0.0 0.0
0.0 0.0 0.0
0.0 0.0 0.0
0.0 0.0 0.0
0.0 0.0 0.0
0.0 0.0 0.0
-0.1 0.1 0.0
0.0 0.0 0.0
0.0 0.0 0.0
0.0 -0.1 0.0
0.0 0.0 0.0
0.0 0.0 0.0
0.0 0.0 0.0
0.0 0.0 0.0
0.0 0.0 0.0
0.0 0.0 0.0
0.0 0.0 0.0
0.0 0.0 0.0
0.0 0.0 0.0
0.0 0.0 0.0
0.0 0.0 0.0
0.0 0.0 0.0
0.0 0.0 0.0
0.0 0.0 0.0
0.0 0.0 0.0
0.0 0.0 0.0
0.0 0.0 0.0
0.0 0.0 0.0